Record 1
{
  "formula": "C4H5ClN2O",
  "method": "ωB97M-V/def2-TZVPD",
  "gap_ev": 7.4,
  "lumo_energy_ev": -1.17,
  "fmax_ev_per_a": 3.7,
  "e_homo_ev": -8.54,
  "species": ["C", "C", "C", "C", "N", "N", "O", "Cl", "H", "H", "H", "H", "H"],
  "xyz": [[0.068, 0.680, -1.802], [0.995, -0.409, -1.546], [-0.736, 0.805, -0.665], [-0.679, -0.516, 1.436], [0.749, -0.907, -0.371], [-0.307, -0.179, 0.205], [-0.035, -1.519, 1.927], [0.489, 1.599, 2.589], [-0.184, 1.450, -2.559], [1.827, -0.811, -2.094], [-1.469, 1.634, -0.612], [-1.388, 0.035, 2.198], [0.670, -1.860, 1.293]]
}

Record 2
{
  "formula": "CH3Cl2FSi",
  "method": "ωB97M-V/def2-TZVPD",
  "gap_ev": 11.7,
  "lumo_energy_ev": 0.64,
  "smiles": "FC[SiH](Cl)Cl",
  "fmax_ev_per_a": 2.5,
  "e_homo_ev": -11.11,
  "species": ["C", "F", "Si", "Cl", "Cl", "H", "H", "H"],
  "xyz": [[0.255, -0.255, -0.450], [0.638, -1.572, -0.316], [-1.434, 0.059, 0.404], [-2.845, -1.557, -0.108], [-2.140, 1.836, -0.177], [1.049, 0.339, 0.019], [0.256, -0.038, -1.523], [-1.303, -0.030, 1.847]]
}

Record 3
{
  "formula": "C30H46AsClN3O4OsSi3",
  "method": "ωB97M-V/def2-TZVPD",
  "gap_ev": [6.2, 6.2],
  "lumo_energy_ev": [-4.43, -4.42],
  "fmax_ev_per_a": 0.4,
  "charge": 1,
  "e_homo_ev": [-10.67, -10.67],
  "species": ["Os", "O", "C", "O", "C", "C", "C", "C", "C", "N", "C", "O", "O", "H", "H", "H", "C", "N", "C", "C", "C", "C", "C", "C", "C", "C", "H", "H", "H", "H", "H", "H", "H", "H", "H", "H", "H", "H", "Cl", "C", "C", "C", "C", "N", "C", "H", "H", "H", "H", "C", "Si", "C", "C", "As", "Si", "C", "C", "C", "Si", "C", "C", "C", "H", "H", "H", "H", "H", "H", "H", "H", "H", "H", "H", "H", "H", "H", "H", "H", "H", "H", "H", "H", "H", "H", "H", "H", "H", "H", "H"],
  "xyz": [[0.675, -0.733, 0.090], [3.225, 0.696, -2.767], [2.725, 0.372, -1.728], [1.478, -0.055, -1.582], [3.451, 0.380, -0.412], [4.775, 0.705, -0.184], [5.258, 0.578, 1.114], [4.432, 0.103, 2.128], [3.126, -0.210, 1.802], [2.675, -0.034, 0.572], [2.074, -0.811, 2.693], [2.236, -1.062, 3.851], [0.948, -1.026, 2.023], [5.396, 1.041, -1.003], [6.287, 0.831, 1.332], [4.782, -0.038, 3.141], [-1.333, -1.315, -3.849], [-0.964, -2.710, -3.723], [-2.048, -3.591, -4.114], [-0.352, -3.000, -2.434], [-1.218, -2.799, -1.199], [-2.181, -3.744, -0.889], [-2.995, -3.617, 0.238], [-2.878, -2.507, 1.051], [-1.947, -1.525, 0.729], [-1.062, -1.674, -0.348], [-1.637, -1.108, -4.876], [-0.467, -0.691, -3.620], [-2.163, -1.025, -3.183], [-2.274, -3.424, -5.167], [-2.976, -3.427, -3.545], [-1.744, -4.632, -3.996], [0.523, -2.351, -2.366], [0.000, -4.037, -2.453], [-2.282, -4.623, -1.512], [-3.722, -4.386, 0.465], [-3.516, -2.384, 1.917], [-1.887, -0.650, 1.359], [1.089, -6.141, 1.645], [1.720, -4.928, 0.603], [2.733, -5.211, -0.298], [3.183, -4.188, -1.116], [2.613, -2.935, -1.010], [1.638, -2.669, -0.133], [1.196, -3.649, 0.664], [3.150, -6.207, -0.356], [3.964, -4.359, -1.843], [2.920, -2.133, -1.664], [0.407, -3.405, 1.363], [-3.858, 0.587, -0.211], [-2.573, 1.880, -0.619], [-3.287, 3.537, -0.138], [-2.157, 1.873, -2.437], [-0.500, 1.495, 0.545], [-0.919, 1.776, 2.898], [0.717, 2.207, 3.701], [-1.675, 0.246, 3.657], [-2.124, 3.175, 3.180], [0.838, 3.427, -0.006], [0.039, 5.042, 0.499], [2.459, 3.344, 0.949], [1.089, 3.470, -1.857], [-4.812, 0.968, -0.586], [-3.971, 0.418, 0.861], [-3.662, -0.372, -0.694], [-4.138, 3.703, -0.807], [-2.606, 4.371, -0.269], [-3.668, 3.557, 0.881], [-3.057, 1.650, -3.014], [-1.405, 1.125, -2.682], [-1.788, 2.845, -2.761], [1.569, 1.662, 3.297], [0.666, 1.994, 4.770], [0.922, 3.274, 3.582], [-1.057, -0.645, 3.565], [-2.667, 0.044, 3.249], [-1.808, 0.453, 4.723], [-1.882, 4.090, 2.640], [-2.114, 3.407, 4.248], [-3.143, 2.881, 2.923], [-0.402, 5.028, 1.496], [-0.712, 5.379, -0.212], [0.833, 5.794, 0.507], [2.404, 4.034, 1.793], [3.278, 3.678, 0.308], [2.713, 2.368, 1.351], [0.202, 3.881, -2.340], [1.305, 2.512, -2.320], [1.918, 4.147, -2.081]]
}

Record 4
{
  "formula": "C19H31BBrHfN4O6",
  "method": "ωB97M-V/def2-TZVPD",
  "gap_ev": [2.7, 2.7],
  "lumo_energy_ev": [-14.56, -14.56],
  "fmax_ev_per_a": 6.2,
  "charge": 3,
  "e_homo_ev": [-17.29, -17.28],
  "species": ["Hf", "C", "C", "O", "C", "C", "O", "C", "C", "O", "C", "C", "O", "H", "H", "H", "H", "H", "H", "H", "H", "H", "H", "H", "H", "H", "H", "H", "H", "O", "O", "B", "C", "N", "H", "H", "H", "C", "C", "C", "C", "N", "N", "C", "H", "H", "H", "H", "H", "H", "H", "H", "Br", "C", "C", "C", "N", "C", "C", "H", "H", "H", "H"],
  "xyz": [[-6.719, -12.842, 0.425], [-6.481, -11.087, 3.074], [-7.275, -12.325, 3.568], [-7.228, -13.335, 2.571], [-8.217, -14.474, 2.539], [-7.386, -15.556, 1.949], [-6.794, -14.969, 0.735], [-5.639, -15.630, 0.217], [-4.448, -15.204, 0.986], [-4.540, -13.791, 1.056], [-3.951, -13.249, 2.290], [-4.202, -11.789, 2.296], [-5.584, -11.474, 1.957], [-5.799, -10.664, 3.886], [-7.050, -10.276, 2.617], [-8.305, -12.024, 3.844], [-6.787, -12.618, 4.508], [-9.017, -14.041, 1.853], [-8.616, -14.647, 3.530], [-7.983, -16.445, 1.616], [-6.561, -15.840, 2.625], [-5.629, -15.352, -0.814], [-5.795, -16.756, 0.145], [-3.432, -15.599, 0.675], [-4.495, -15.504, 2.044], [-2.916, -13.562, 2.339], [-4.381, -13.772, 3.205], [-3.552, -11.338, 1.553], [-3.983, -11.299, 3.281], [-7.925, -11.256, 0.366], [-8.589, -12.557, 0.094], [-3.241, -10.208, -1.338], [-4.288, -11.255, -0.998], [-5.222, -11.940, -0.697], [-3.770, -9.447, -2.168], [-2.917, -9.791, -0.269], [-2.229, -10.661, -1.804], [-10.904, -11.534, -3.664], [-9.686, -10.701, -3.386], [-8.916, -9.886, -4.206], [-7.836, -9.414, -3.390], [-7.938, -9.858, -2.097], [-9.077, -10.627, -2.152], [-6.696, -8.645, -3.794], [-11.258, -12.155, -2.817], [-10.708, -12.163, -4.529], [-11.732, -10.848, -3.858], [-9.026, -9.659, -5.235], [-9.243, -11.273, -1.369], [-6.738, -7.612, -3.377], [-6.628, -8.471, -4.851], [-5.813, -9.130, -3.347], [-8.952, -15.915, -5.525], [-8.369, -15.092, -4.006], [-7.284, -14.193, -4.139], [-6.718, -13.748, -2.951], [-7.240, -14.007, -1.752], [-8.405, -14.711, -1.632], [-8.957, -15.383, -2.760], [-6.966, -13.916, -5.150], [-5.861, -13.122, -3.001], [-8.918, -14.753, -0.664], [-9.870, -15.999, -2.833]]
}

Record 5
{
  "formula": "C10H14Cl3FeN2OTe4",
  "method": "ωB97M-V/def2-TZVPD",
  "gap_ev": [6.3, 6.2],
  "lumo_energy_ev": [2.33, 2.28],
  "s2": 6.012,
  "fmax_ev_per_a": 0.3,
  "charge": -1,
  "e_homo_ev": [-3.98, -3.94],
  "spin_multiplicity": 5,
  "species": ["Fe", "Cl", "C", "C", "C", "Cl", "C", "O", "C", "Cl", "C", "H", "H", "Te", "Te", "Te", "Te", "C", "C", "C", "C", "N", "N", "H", "H", "H", "H", "H", "H", "H", "H", "H", "H", "H", "H"],
  "xyz": [[0.011, -0.409, 0.342], [4.618, 5.117, -1.255], [3.474, 3.974, -0.593], [3.735, 2.621, -0.666], [2.824, 1.733, -0.127], [3.112, 0.028, -0.240], [1.627, 2.135, 0.504], [0.794, 1.289, 1.026], [1.412, 3.528, 0.519], [-0.066, 4.120, 1.221], [2.307, 4.437, -0.007], [4.632, 2.246, -1.139], [2.092, 5.495, 0.037], [-1.644, 0.681, -1.571], [-2.453, -1.802, -2.370], [-2.066, -3.169, -0.054], [0.663, -3.034, 0.142], [-0.128, 1.729, 4.214], [-1.504, 1.057, 4.068], [-2.584, 2.132, 4.134], [-1.720, 0.032, 5.178], [-1.692, 0.397, 2.767], [-0.667, -0.529, 2.404], [-0.091, 2.293, 5.149], [0.060, 2.401, 3.376], [0.691, 1.006, 4.249], [-2.535, 2.662, 5.087], [-3.572, 1.682, 4.026], [-2.444, 2.861, 3.332], [-1.646, 0.513, 6.155], [-0.969, -0.760, 5.139], [-2.706, -0.425, 5.079], [-1.713, 1.093, 2.030], [-0.960, -1.476, 2.616], [0.197, -0.337, 2.907]]
}

Record 6
{
  "formula": "C24H29N3O3S",
  "method": "ωB97M-V/def2-TZVPD",
  "gap_ev": 8.8,
  "lumo_energy_ev": 0.58,
  "smiles": "CCOC(=O)C1(Cc2cccc(OC)c2)CCN(Cc2cccn2-c2nccs2)CC1",
  "fmax_ev_per_a": 1.6,
  "e_homo_ev": -8.26,
  "species": ["C", "C", "H", "H", "O", "C", "O", "C", "C", "C", "N", "C", "C", "H", "H", "H", "H", "C", "C", "C", "C", "C", "N", "C", "N", "C", "C", "S", "H", "H", "H", "H", "H", "H", "H", "H", "H", "H", "H", "C", "C", "C", "C", "C", "C", "C", "H", "H", "H", "O", "C", "H", "H", "H", "H", "H", "H", "H", "H", "H"],
  "xyz": [[2.106, 1.200, 3.090], [2.158, -0.002, 2.164], [1.413, -0.757, 2.439], [3.152, -0.463, 2.193], [1.903, 0.433, 0.833], [1.364, -0.459, -0.007], [1.155, -1.611, 0.290], [1.217, 0.102, -1.422], [0.955, 1.605, -1.350], [-0.261, 1.837, -0.435], [-0.779, 0.549, -0.021], [-1.233, -0.226, -1.156], [-0.016, -0.567, -2.036], [0.135, -1.646, -2.059], [-0.155, -0.215, -3.059], [-1.993, 0.321, -1.741], [-1.688, -1.140, -0.774], [-1.699, 0.588, 1.102], [-2.968, 1.333, 0.824], [-3.169, 2.685, 0.850], [-4.489, 2.948, 0.413], [-5.058, 1.748, 0.125], [-4.142, 0.751, 0.370], [-4.418, -0.578, 0.224], [-3.676, -1.555, 0.610], [-4.225, -2.758, 0.323], [-5.426, -2.719, -0.301], [-5.920, -1.088, -0.558], [-6.049, -3.528, -0.621], [-3.687, -3.646, 0.601], [-6.044, 1.513, -0.224], [-4.952, 3.911, 0.327], [-2.450, 3.419, 1.160], [-1.919, -0.443, 1.386], [-1.181, 1.082, 1.929], [-1.028, 2.434, -0.954], [0.041, 2.379, 0.463], [1.831, 2.115, -0.953], [0.761, 1.981, -2.356], [2.487, -0.233, -2.234], [3.738, 0.097, -1.471], [4.265, -0.851, -0.601], [5.370, -0.552, 0.183], [5.967, 0.705, 0.074], [5.460, 1.633, -0.810], [4.348, 1.336, -1.581], [3.958, 2.070, -2.272], [5.932, 2.601, -0.896], [6.825, 0.924, 0.690], [5.936, -1.406, 1.085], [5.386, -2.694, 1.222], [5.972, -3.182, 1.999], [5.471, -3.267, 0.292], [4.336, -2.659, 1.528], [3.783, -1.813, -0.535], [2.472, -1.301, -2.463], [2.454, 0.323, -3.174], [1.115, 1.646, 3.078], [2.828, 1.945, 2.766], [2.344, 0.893, 4.105]]
}